No. 1
This record from the OMol25 dataset describes a structure of composition C15H23FGaI2NO5P at a distorted geometry. The level of theory is ωB97M-V/def2-TZVPD.

Properties
- spin multiplicity = 1
- net charge = -1
- DFT total energy (eV) = -108235.097
- E_HOMO (eV) = -5.4
- HOMO-LUMO gap (eV) = 6.1579
- M (g/mol) = 670.85
- maximum force (eV Å⁻¹) = 6.503

Last column: Mulliken charge in e.
Element x y z (Å)
C 2.27 -3.27 -1.21  -1.16
C 1.55 -1.78 -1.25  0.78
O 0.43 -1.82 -2.21  -0.45
P 0.18 -0.23 -2.95  0.87
O -1.04 -0.44 -3.98  -0.80
C 1.68 0.34 -3.98  -0.44
C 2.23 1.84 -3.64  -0.86
Ga 2.76 2.17 -1.67  0.65
F 1.75 3.73 -1.10  -0.62
C 4.77 2.54 -1.34  -0.28
I 5.31 4.66 -0.90  -0.11
C 5.86 1.50 -1.36  0.14
C 7.45 1.82 -1.05  -0.94
I 5.39 -0.63 -1.81  -0.03
O -0.39 0.92 -1.77  -0.30
C -1.60 0.46 -1.07  -0.46
C -1.32 -0.49 0.24  -0.37
H 1.40 -4.05 -1.02  0.31
H 2.79 -3.56 -2.22  0.24
H 3.05 -3.26 -0.31  0.29
H 1.26 -1.48 -0.16  0.15
H 2.34 -1.02 -1.63  -0.54
H 2.53 -0.48 -3.89  0.26
H 1.35 0.35 -5.12  0.34
H 1.46 2.64 -4.03  0.35
H 3.21 1.99 -4.31  0.33
H 2.26 0.96 -0.72  -0.17
H 7.79 2.90 -1.33  0.32
H 8.09 1.05 -1.69  0.26
H 7.65 1.55 0.09  0.23
H -2.39 -0.08 -1.74  0.32
H -2.13 1.44 -0.65  0.26
H -0.95 -1.58 0.00  0.21
H -0.58 -0.02 1.04  0.22
H -2.37 -0.63 0.79  0.01
C -6.99 -0.12 4.88  -0.35
C -5.85 0.60 5.25  -0.44
C -4.60 0.27 4.72  -0.29
C -4.51 -0.79 3.80  0.05
C -5.65 -1.52 3.43  -0.27
C -6.89 -1.18 3.98  -0.45
N -3.21 -1.13 3.22  0.94
O -2.22 -0.47 3.58  -0.55
O -3.17 -2.05 2.39  -0.56
H -7.96 0.15 5.30  0.35
H -5.94 1.42 5.96  0.35
H -3.73 0.84 5.02  0.42
H -5.58 -2.34 2.73  0.42
H -7.77 -1.74 3.70  0.35

No. 2
This record from the OMol25 dataset describes a structure of composition C15H23InN3O3 at a distorted geometry. The level of theory is ωB97M-V/def2-TZVPD.

Properties
- spin multiplicity = 1
- net charge = +3
- DFT total energy (eV) = -31673.561
- E_HOMO (eV) = -18.3
- HOMO-LUMO gap (eV) = 2.4274
- M (g/mol) = 408.18
- maximum force (eV Å⁻¹) = 4.621

Last column: Mulliken charge in e.
Element x y z (Å)
C -0.54 0.15 3.83  -0.83
C 0.16 0.65 2.77  -0.31
C -0.62 0.97 1.47  -0.95
C 0.23 1.60 0.34  3.16
C 1.26 2.54 0.98  -0.78
N 2.04 3.26 1.41  -0.37
C -0.55 2.47 -0.73  -0.95
C -2.10 2.47 -0.60  -1.08
C -2.74 1.14 -1.11  -0.47
O -3.09 0.25 -0.04  -0.30
C -3.42 -0.98 -0.49  0.77
C -4.20 -1.90 0.48  -1.00
O -3.14 -1.40 -1.58  -0.47
C 1.10 0.56 -0.45  -0.12
O 1.97 1.23 -1.48  -0.64
C 0.05 -0.50 -1.17  -0.01
N -0.48 -1.31 -1.87  -0.41
C 2.09 -0.34 0.41  -0.05
C 3.33 -1.05 -0.35  -1.36
C 2.92 -2.32 -1.26  -0.08
N 3.96 -3.32 -1.32  -0.42
H -1.52 -0.33 3.63  0.25
H -0.20 0.14 4.87  0.34
H 1.25 0.75 2.88  0.32
H -1.44 1.62 1.80  0.66
H -1.07 0.00 1.15  0.30
H -0.22 3.52 -0.64  0.43
H -0.33 2.19 -1.78  0.24
H -2.48 2.77 0.39  0.43
H -2.47 3.25 -1.28  0.54
H -2.09 0.70 -1.89  0.26
H -3.68 1.41 -1.62  0.55
H -5.24 -1.55 0.54  0.32
H -4.13 -2.93 0.12  0.36
H -3.71 -1.84 1.47  0.29
H 2.76 1.64 -1.05  0.61
H 1.51 -1.15 0.89  0.30
H 2.53 0.23 1.26  0.64
H 3.98 -0.36 -0.93  0.48
H 3.97 -1.48 0.44  0.46
H 2.72 -1.91 -2.36  -0.10
H 1.99 -2.78 -0.89  0.55
H 4.51 -3.21 -2.18  0.35
H 3.48 -4.22 -1.45  0.36
In 1.76 -0.45 -2.50  0.75

No. 3
This record from the OMol25 dataset describes a structure of composition C15H23N2O9Ti at a distorted geometry. The level of theory is ωB97M-V/def2-TZVPD.

Properties
- spin multiplicity = 2
- net charge = +2
- DFT total energy (eV) = -60437.670
- E_HOMO (alpha / beta) (eV) = -15.3 / -15.4
- HOMO-LUMO gap (alpha / beta) (eV) = 8.4350 / 8.8851
- M (g/mol) = 423.22
- maximum force (eV Å⁻¹) = 3.111

Last column: Löwdin spin population.
Element x y z (Å)
Ti -0.23 -0.16 0.22  0.91
C -0.29 -2.73 -1.37  0.00
C -1.71 -2.20 -1.47  0.00
O -1.66 -0.76 -1.35  0.00
C -1.58 -0.06 -2.60  0.00
C -1.80 1.40 -2.28  0.00
O -0.97 1.69 -1.15  0.00
C -1.29 2.93 -0.51  0.00
C -0.85 2.78 0.94  0.00
O -1.02 1.42 1.34  0.01
C -2.34 0.97 1.70  0.00
C -2.12 -0.37 2.38  0.00
O -1.54 -1.22 1.37  0.01
C -1.04 -2.50 1.84  0.00
C 0.22 -2.89 1.03  0.00
O 0.35 -2.15 -0.21  0.01
H 0.31 -2.42 -2.23  0.00
H -0.28 -3.82 -1.31  0.00
H -2.32 -2.56 -0.65  0.00
H -2.18 -2.49 -2.41  0.00
H -2.37 -0.41 -3.28  0.00
H -0.61 -0.23 -3.07  0.00
H -2.85 1.56 -2.02  0.00
H -1.55 2.03 -3.13  0.00
H -2.37 3.10 -0.57  0.00
H -0.78 3.76 -0.99  0.00
H -1.40 3.45 1.60  0.00
H 0.22 2.98 1.05  0.00
H -2.81 1.68 2.39  0.00
H -2.96 0.85 0.81  0.00
H -3.05 -0.79 2.75  0.00
H -1.41 -0.24 3.20  0.00
H -1.83 -3.24 1.74  0.00
H -0.76 -2.41 2.89  0.00
H 0.22 -3.96 0.82  0.00
H 1.11 -2.65 1.59  0.00
O 5.22 0.98 1.67  0.00
C 5.11 0.94 0.36  0.00
O 6.04 1.00 -0.38  0.00
C 3.73 0.84 -0.23  0.00
C 3.48 0.93 -1.59  0.02
N 2.18 0.72 -1.78  0.00
N 1.52 0.51 -0.64  0.01
C 2.47 0.58 0.32  0.01
C 2.02 0.27 1.71  0.00
O 2.68 0.47 2.69  0.00
O 0.82 -0.27 1.70  0.00
H 4.39 0.86 2.17  0.00
H 4.18 1.11 -2.39  0.00
H 1.70 0.78 -2.67  0.00

No. 4
This record from the OMol25 dataset describes a cluster of 2 separate species, C15H23N7O5 in total at a distorted geometry. The level of theory is ωB97M-V/def2-TZVPD.

Properties
- spin multiplicity = 1
- net charge = 0
- SMILES = C[C@@H](O)[C@@H](O)c1cnc2nc(N)[nH]c(=O)c2n1.CNC(=O)[C@H](C)NC(C)=O
- DFT total energy (eV) = -36598.099
- E_HOMO (eV) = -8.9
- HOMO-LUMO gap (eV) = 8.4115
- M (g/mol) = 381.39
- maximum force (eV Å⁻¹) = 3.673

Last column: Mulliken charge in e.
Element x y z (Å)
O 6.36 -0.75 0.59  -0.66
O -5.02 1.89 -0.02  -0.69
O -1.52 3.21 -2.57  -0.68
N 4.30 -4.11 -0.05  -0.57
N 2.25 -3.14 0.43  -0.60
N 3.48 -0.65 0.98  -0.58
O 2.23 1.43 1.96  -0.68
O -0.82 -0.57 2.18  -0.57
C 5.65 -1.73 0.40  0.31
C -4.75 0.83 -0.58  0.86
C -2.52 2.75 -2.02  0.20
C 5.57 -4.00 -0.20  0.39
C 1.54 -2.06 0.82  -0.26
C 3.58 -2.98 0.32  0.10
C 4.19 -1.73 0.59  0.39
C 2.15 -0.81 1.12  0.47
N 6.19 -5.14 -0.55  -0.47
N 6.28 -2.85 -0.05  -0.10
N -3.73 3.30 -2.20  -0.05
N -3.56 0.60 -1.14  -0.18
C -5.78 -0.27 -0.67  -1.29
C -4.01 4.44 -3.06  -0.96
C -0.09 1.23 3.54  -1.58
C 1.33 0.38 1.57  1.03
C 0.37 0.02 2.72  0.25
C -1.15 0.67 -1.39  -1.68
C -2.40 1.51 -1.10  0.80
H 3.13 1.18 1.65  0.45
H -1.46 0.13 1.96  0.34
H 0.47 -2.18 0.90  0.56
H 5.51 -5.87 -0.74  0.29
H 6.98 -5.04 -1.18  0.23
H 7.29 -2.88 0.03  0.27
H -4.49 2.93 -1.63  0.16
H -3.43 -0.29 -1.60  0.27
H -6.71 0.08 -0.24  0.34
H -5.94 -0.53 -1.71  0.34
H -5.43 -1.14 -0.12  0.33
H -3.79 4.18 -4.10  0.29
H -3.38 5.28 -2.77  0.30
H -5.06 4.73 -2.98  0.36
H 0.76 1.66 4.08  0.37
H -0.84 0.93 4.27  0.38
H -0.51 1.99 2.88  0.37
H 0.75 0.75 0.73  -0.55
H 0.86 -0.70 3.39  0.35
H -0.26 1.29 -1.27  0.35
H -1.09 -0.18 -0.70  0.49
H -1.18 0.30 -2.42  0.49
H -2.32 1.89 -0.08  0.03

No. 5
This record from the OMol25 dataset describes the molecule C15H23NO3Si at a distorted geometry. The level of theory is ωB97M-V/def2-TZVPD.

Properties
- spin multiplicity = 1
- net charge = 0
- SMILES = C[C@H]1CN2C[C@H](C)O[Si](c3ccccc3)(O1)O[C@@H](C)C2
- DFT total energy (eV) = -31441.537
- E_HOMO (eV) = -8.0
- HOMO-LUMO gap (eV) = 8.8135
- M (g/mol) = 293.44
- maximum force (eV Å⁻¹) = 3.119

Last column: Mulliken charge in e.
Element x y z (Å)
O -1.32 -0.23 0.91  -0.42
O 0.69 -1.36 -0.54  -0.42
O 0.55 1.28 -0.27  -0.34
C 3.04 -0.19 4.21  -0.61
C 2.56 -1.38 3.70  -0.62
C 2.60 0.98 3.66  -0.50
C 1.71 -1.39 2.60  -0.33
C 1.76 1.00 2.57  -0.17
C 1.34 -0.22 2.05  0.06
N -1.45 0.13 -2.17  0.29
C -3.33 -1.46 0.81  -1.61
C 1.88 -1.78 -2.62  -1.68
C -0.24 3.47 -0.66  -1.73
C -2.49 -0.29 -1.21  -1.55
C -0.52 -0.93 -2.70  -1.08
C -1.06 1.53 -2.14  -1.25
C -2.08 -1.00 0.07  1.19
C 0.84 -0.93 -1.92  1.09
C -0.55 1.97 -0.75  1.14
Si 0.29 -0.14 0.50  0.13
H 3.67 -0.20 5.06  0.41
H 2.78 -2.28 4.18  0.43
H 2.96 1.91 4.07  0.37
H 1.31 -2.31 2.21  0.38
H 1.41 1.93 2.14  0.34
H -3.81 -2.29 0.25  0.36
H -4.05 -0.66 0.86  0.36
H -3.03 -1.85 1.79  0.39
H 2.88 -1.62 -2.17  0.40
H 1.98 -1.46 -3.67  0.36
H 1.59 -2.83 -2.56  0.36
H -1.08 4.07 -1.00  0.41
H 0.65 3.70 -1.26  0.35
H -0.08 3.75 0.39  0.38
H -3.17 -0.89 -1.82  0.28
H -3.00 0.59 -0.88  0.49
H -1.07 -1.88 -2.59  0.32
H -0.41 -0.68 -3.76  0.36
H -0.29 1.73 -2.91  0.35
H -1.88 2.17 -2.39  0.41
H -1.42 -1.86 -0.17  0.36
H 1.18 0.12 -1.88  0.28
H -1.34 1.78 0.01  0.25